The following is a quantum chemistry calculation of 2 unconnected molecules or ions with the total composition C30H45N3O3, from the OMol25 dataset.

The geometry in XYZ format:
```
81
C30H45N3O3 (ωB97M-V with the def2-TZVPD basis set)
C 1.91 -5.21 0.78
C 1.43 -4.09 -0.33
C -0.17 -3.65 -0.11
C 1.43 -4.89 -1.80
C 2.44 -2.82 -0.52
C 2.97 -2.11 0.86
C 4.27 -2.90 1.56
C 1.82 -1.91 2.02
C 3.55 -0.58 0.54
C 3.67 0.06 -0.98
C 4.24 1.58 -1.28
C 4.77 2.55 -0.04
O 5.25 3.90 -0.40
C 4.08 4.65 -0.94
C 2.83 4.74 0.17
O 1.78 3.75 -0.06
C 0.47 4.37 -0.35
C -0.29 3.33 -1.41
C -0.38 1.80 -0.81
C -1.06 1.82 0.69
N -1.58 1.52 1.86
C -1.08 0.76 -1.87
C -1.64 1.53 -3.23
N -2.19 2.18 -4.23
C -2.32 -0.12 -1.26
C -3.78 0.68 -1.33
C -4.87 0.14 -0.22
C -6.43 0.11 -0.74
N -7.46 0.49 0.31
C -8.97 0.25 0.15
C -9.87 0.80 1.44
C -8.76 1.40 2.50
C -7.33 1.13 1.67
C 4.70 1.93 1.48
C 4.10 0.42 1.77
H 3.08 -5.29 0.70
H 1.61 -4.98 1.88
H 1.46 -6.24 0.45
H -0.30 -2.64 -0.70
H -0.85 -4.45 -0.67
H -0.44 -3.58 1.03
H 2.53 -5.34 -1.94
H 1.28 -4.14 -2.68
H 0.65 -5.79 -1.79
H 1.87 -2.05 -1.24
H 3.38 -3.18 -1.16
H 3.87 -3.82 2.20
H 4.85 -2.22 2.31
H 5.01 -3.28 0.72
H 0.89 -1.32 1.56
H 2.18 -1.23 2.93
H 1.41 -2.90 2.49
H 3.31 -0.56 -1.92
H 4.25 1.96 -2.38
H 4.43 5.78 -1.09
H 3.72 4.26 -1.99
H 3.27 4.63 1.26
H 2.42 5.85 0.10
H -0.14 4.50 0.66
H 0.56 5.39 -0.93
H -1.33 3.82 -1.66
H 0.43 3.28 -2.35
H 0.74 1.43 -0.68
H -0.25 -0.01 -2.23
H -2.46 -1.05 -2.00
H -2.12 -0.60 -0.21
H -3.65 1.86 -1.29
H -4.20 0.45 -2.42
H -4.58 -0.96 0.12
H -4.70 0.81 0.75
H -6.76 -0.96 -1.15
H -6.55 0.86 -1.63
H -9.55 -0.24 -0.75
H -11.05 0.75 1.59
H -8.92 1.88 3.56
H -6.28 1.46 2.12
H 5.10 2.58 2.40
H 4.04 0.00 2.86
O 7.00 -0.86 2.12
H 7.09 -1.05 3.07
H 6.17 -0.36 2.07
```

Properties
**Calculated total energy**: -42426.5788 eV
**Net charge**: 0
**Frontier orbital gap**: 0.26750 Eh
**M**: 495.71 u
**Structure (SMILES)**: CC(C)(C)CC(C)(C)c1ccc(OCCOCC[C@@H](C#N)[C@H](C#N)CCCCn2cccc2)cc1.O

Here are the Löwdin charges for atoms 1 to 2, given in e: C -0.092; C -0.501